DFT (the ωB97M-V functional and the def2-TZVPD basis) results for C19H21ClO6RhS as an isolated structure.

Computed properties:
HOMO level (spin up / spin down)	-10.2361 / -12.1582	eV
spin multiplicity	5
Kohn-Sham gap (spin up / spin down)	8.07 / 7.88	eV
total energy	-2156.663137	a.u.
energy relative to the best compared isomer or geometry (same formula, charge and spin)	0.0	kcal per mole
total charge	+1

Geometry (Å):
Rh1 -0.4274 -0.6532 0.1896
O1 3.2888 0.7181 1.8684
C1 2.0189 0.4342 1.6912
O2 1.4589 0.5356 0.6106
C2 1.3503 -0.0124 2.9659
O3 -0.0401 -0.1757 2.7658
C3 -0.7916 0.9406 3.0159
C4 -0.5242 2.9118 0.0679
O4 -0.0365 3.8630 0.4977
O5 -1.0189 1.9516 -0.3688
H1 3.6938 0.9498 1.0167
H2 1.5577 0.7096 3.7584
H3 1.7740 -0.9780 3.2352
H4 -0.3907 1.6652 3.7127
H5 -1.8500 0.7760 2.8980
Cl1 -2.2796 -3.6262 -4.6928
C5 -2.3871 -2.8095 -3.1806
C6 -2.4219 -3.5501 -1.9990
C7 -2.4729 -2.8998 -0.7889
C8 -2.5111 -1.4772 -0.7103
C9 -2.6222 -0.8045 0.5351
C10 -2.4958 -0.7586 -1.9461
C11 -2.4286 -1.4142 -3.1524
H6 -2.4147 -4.6309 -2.0490
H7 -2.5250 -3.4711 0.1302
H8 -2.8439 -1.3820 1.4236
H9 -2.9638 0.2245 0.5275
H10 -2.5588 0.3223 -1.9223
H11 -2.4205 -0.8614 -4.0817
C12 3.7750 -3.0260 -5.1120
C13 3.1169 -2.9066 -3.7671
C14 3.8357 -3.1177 -2.5936
C15 3.2300 -3.0142 -1.3494
C16 1.8855 -2.6922 -1.2937
C17 1.1451 -2.4556 -2.4444
C18 1.7637 -2.5734 -3.6752
S1 1.0894 -2.5575 0.2835
C19 0.4687 -4.2188 0.4786
O6 2.1250 -2.3599 1.3239
H12 4.8318 -3.2671 -5.0175
H13 3.6859 -2.0937 -5.6710
H14 3.2992 -3.8082 -5.7049
H15 4.8876 -3.3669 -2.6527
H16 3.7870 -3.1686 -0.4341
H17 0.0963 -2.1862 -2.3802
H18 1.1916 -2.3996 -4.5788
H19 1.3321 -4.8817 0.5143
H20 -0.1734 -4.4543 -0.3675
H21 -0.0857 -4.2551 1.4149

Forces on atoms 1 to 6 (eV/Å):
0.10 -0.06 0.11
-0.03 0.02 0.00
0.07 -0.01 -0.02
0.00 0.01 0.01
-0.01 -0.01 0.04
0.01 0.03 -0.04

List of Löwdin charges in e, atom by atom:
1. Rh 0.84
2. O 0.19
3. C -0.49
4. O 0.00
5. C -0.10
6. O -0.19
7. C 0.02
8. C -0.40
9. O 0.25
10. O 0.14
11. H 0.16
12. H 0.15
13. H 0.14
14. H 0.08
15. H 0.07
16. Cl 0.72
17. C -0.68
18. C -0.10
19. C -0.06
20. C -0.39
21. C -0.09
22. C -0.04
23. C -0.10
24. H 0.12
25. H 0.12
26. H 0.08
27. H 0.07
28. H 0.11
29. H 0.12
30. C -0.04
31. C -0.25
32. C -0.02
33. C -0.05
34. C -0.38
35. C -0.07
36. C -0.02
37. S 0.85
38. C -0.18
39. O -0.45
40. H 0.08
41. H 0.09
42. H 0.09
43. H 0.12
44. H 0.12
45. H 0.08
46. H 0.12
47. H 0.08
48. H 0.05
49. H 0.07

DFT (the ωB97M-V functional and the def2-TZVPD basis) results for C24H25CaN3S3 as an isolated structure.

Computed properties:
HOMO level (spin up / spin down)	0.3297 / -0.2227	eV
Kohn-Sham gap (spin up / spin down)	3.94 / 4.46	eV
total energy	-2966.003849	a.u.
energy relative to the best compared isomer or geometry (same formula, charge and spin)	10.8	kcal per mole
total charge	-2

Geometry (Å):
Ca1 -0.2999 0.2357 0.5430
C1 -0.6077 4.0455 3.4623
C2 -1.0348 2.8490 2.6327
S1 -0.2730 1.3121 3.1153
C3 -1.9326 3.0425 1.6396
C4 -2.4654 4.4439 1.4051
S2 -2.6071 1.8134 0.5344
H1 0.0798 3.7290 4.2443
H2 -1.4608 4.5470 3.9374
H3 -0.0989 4.8059 2.8563
H4 -3.0135 4.8241 2.2775
H5 -3.1417 4.4539 0.5524
H6 -1.6615 5.1636 1.2064
N1 2.8684 -2.9563 1.4021
C5 3.8735 -2.0850 1.0211
C6 5.2474 -2.2086 0.9615
C7 5.9739 -1.1112 0.4928
C8 5.3209 0.0569 0.0975
C9 3.9367 0.1765 0.1612
C10 3.1995 -0.9050 0.6377
N2 1.8444 -1.0484 0.7828
C11 1.6532 -2.3052 1.2331
C12 0.4223 -2.9215 1.4896
C13 0.1664 -4.2316 1.9722
S3 -1.5530 -4.4365 2.1401
C14 -1.7986 -2.8460 1.5120
N3 -0.7338 -2.1873 1.2214
H7 2.9729 -3.9097 1.6915
H8 5.7482 -3.1228 1.2610
H9 7.0541 -1.1703 0.4305
H10 5.9027 0.8908 -0.2771
H11 3.4363 1.0787 -0.1703
H12 0.8391 -4.8587 2.5352
H13 -2.7891 -2.4325 1.3810
C15 -0.0811 -0.2117 -4.4913
C16 -0.3269 0.5282 -3.1919
C17 -1.5986 1.3503 -3.2542
C18 0.1156 -0.0228 -1.9009
C19 0.9116 1.2331 -2.5200
C20 2.2353 1.0330 -3.0809
C21 3.2275 1.9707 -2.9672
C22 3.0079 3.1975 -2.3138
C23 1.7337 3.4379 -1.7548
C24 0.7266 2.5202 -1.8538
H14 -0.9267 -0.8866 -4.6693
H15 0.8194 -0.8229 -4.4629
H16 -0.0174 0.4649 -5.3516
H17 -2.4242 0.7052 -3.5787
H18 -1.5144 2.1690 -3.9798
H19 -1.8788 1.7582 -2.2845
H20 0.7614 -0.8977 -2.0755
H21 2.4613 0.0815 -3.5455
H22 4.2110 1.7460 -3.3683
H23 3.8029 3.9258 -2.2146
H24 1.5482 4.3577 -1.2101
H25 -0.2271 2.7170 -1.3745

Forces on atoms 1 to 6 (eV/Å):
-0.13 0.14 0.28
0.03 0.05 0.04
-0.04 -0.14 -0.03
-0.06 0.18 -0.20
-0.02 -0.12 -0.01
-0.02 0.06 0.01

List of Löwdin charges in e, atom by atom:
1. Ca 0.93
2. C -0.19
3. C -0.86
4. S 0.28
5. C -0.85
6. C -0.19
7. S 0.31
8. H 0.03
9. H 0.06
10. H 0.06
11. H 0.06
12. H 0.03
13. H 0.06
14. N 0.15
15. C -0.21
16. C -0.07
17. C -0.15
18. C -0.12
19. C -0.01
20. C -0.23
21. N 0.05
22. C -0.30
23. C -0.37
24. C -0.44
25. S 0.86
26. C -0.50
27. N -0.06
28. H 0.13
29. H 0.09
30. H 0.08
31. H 0.09
32. H 0.10
33. H 0.02
34. H 0.07
35. C -0.07
36. C -0.53
37. C -0.07
38. C -0.17
39. C -0.36
40. C -0.06
41. C -0.15
42. C -0.15
43. C -0.12
44. C -0.05
45. H 0.07
46. H 0.06
47. H 0.07
48. H 0.07
49. H 0.08
50. H 0.02
51. H 0.05
52. H 0.09
53. H 0.08
54. H 0.07
55. H 0.09
56. H 0.08

DFT (the ωB97M-V functional and the def2-TZVPD basis) results for a 2-piece molecular cluster, C5H12NO3P overall at a distorted geometry.

Computed properties:
HOMO level	-9.5084	eV
Kohn-Sham gap	9.62	eV
total energy	-819.524532	a.u.
energy relative to the best compared isomer or geometry (same formula, charge and spin)	30.9	kcal per mole
SMILES	[H]/N=C\[C@@H](C)CCOP=O.O

Geometry (Å):
C1 0.6730 -0.7658 -0.1274
C2 1.1441 0.1728 -1.2693
C3 0.7155 -0.1479 1.2627
C4 -0.1856 1.0918 1.4884
C5 0.2366 -1.1061 2.2779
N1 -0.1716 1.8614 2.5036
O1 -1.8622 -0.5449 -2.7380
O2 -1.6232 2.3033 -2.8026
O3 0.1709 1.1416 -1.4618
P1 -0.4806 1.4304 -2.9231
H1 -0.3400 -1.0502 -0.3374
H2 1.2884 -1.6932 -0.0740
H3 2.1280 0.6959 -1.0181
H4 1.1375 -0.5265 -2.0551
H5 1.7852 0.2542 1.4939
H6 -0.9678 1.4175 0.8659
H7 -0.8073 -1.1055 2.3198
H8 0.6706 -1.0676 3.2920
H9 0.5226 -2.0577 1.9551
H10 0.5625 1.6204 3.1449
H11 -1.7264 -1.3710 -3.1580
H12 -2.8702 -0.5529 -2.6395

Forces on atoms 1 to 6 (eV/Å):
1.18 0.70 0.60
0.78 -0.52 2.42
1.23 3.06 0.16
0.77 0.64 1.08
1.38 -0.80 1.49
0.03 -0.25 -0.45

List of Löwdin charges in e, atom by atom:
1. C -0.16
2. C -0.29
3. C -0.37
4. C -0.21
5. C -0.09
6. N 0.09
7. O -0.12
8. O -0.42
9. O -0.38
10. P 0.81
11. H 0.11
12. H 0.13
13. H 0.15
14. H 0.08
15. H 0.17
16. H 0.09
17. H 0.07
18. H 0.10
19. H 0.05
20. H 0.03
21. H 0.03
22. H 0.12